This record from the OMol25 dataset describes C22H44N3OP3PbSe as an isolated structure in a non-equilibrium geometry. The level of theory is wB97M-V/def2-TZVPD.

Summary:
- Charge: +4
- Multiplicity: 1
- Relative energy (zero: lowest compared OMol25 entry of this formula, charge and spin): 0.00 kcal/mol

Element x y z (Å)
Pb -1.9421 0.3501 -0.7200
P -0.8891 -2.4125 1.0600
P 1.9365 -1.1672 1.8378
P 2.1599 -2.1542 -0.6430
H -3.6101 2.2329 -2.7688
C -3.3224 1.1745 -2.8253
C -1.9611 0.8086 -3.0039
H -1.2539 1.6105 -3.1836
C -2.3302 -2.0656 2.1819
C -0.4157 -3.9608 1.9240
C -1.8252 -3.2038 -0.3142
C 3.1113 0.2351 1.8657
C 0.9441 -0.6713 3.3274
C 2.9833 -2.4545 2.6565
C 1.3451 -1.8146 -2.2525
C 2.2040 -3.9704 -0.6784
C 3.9031 -1.7968 -1.0604
H -4.1787 0.5130 -3.1004
H -1.6354 -0.2167 -3.2520
H -2.8747 -1.1775 1.8192
H -1.9690 -1.8638 3.2037
H -3.0068 -2.9412 2.2009
H -0.1090 -3.7194 2.9504
H 0.4038 -4.4461 1.3788
H -1.3109 -4.6030 1.9513
H -2.4351 -2.4685 -0.8644
H -2.4724 -3.9761 0.1328
H -1.1290 -3.6576 -1.0341
H 3.5944 0.3123 2.8526
H 2.5696 1.1651 1.6462
H 3.8797 0.1178 1.0964
H 1.6268 -0.4228 4.1620
H 0.2549 -1.4687 3.6477
H 0.3525 0.2237 3.0815
H 3.3984 -2.0168 3.5794
H 3.8057 -2.7807 2.0050
H 2.3897 -3.3455 2.9051
H 2.0103 -2.1980 -3.0397
H 1.2508 -0.7248 -2.3953
H 0.3680 -2.3118 -2.3611
H 2.7985 -4.2437 -1.5613
H 1.1901 -4.3714 -0.7945
H 2.6780 -4.3771 0.2232
H 4.1173 -2.3824 -1.9677
H 4.6022 -2.0900 -0.2624
H 3.9920 -0.7217 -1.2795
C 1.8777 2.9654 -2.9302
C 0.4982 3.2287 -3.0988
C 0.0301 3.4249 -4.4023
C 0.9198 3.6180 -5.4665
C 2.3037 3.4788 -5.2605
C 2.7664 3.0570 -4.0151
Se 2.5802 2.4735 -1.2179
H 2.9105 1.1345 -1.7659
H -0.1638 3.2469 -2.2267
H -1.0345 3.3736 -4.6537
H 0.4882 3.7908 -6.4533
H 2.9913 3.6671 -6.0810
H 3.8226 2.8482 -3.8782
C -0.7918 3.4765 3.4081
N -1.9597 2.9201 2.7469
C -3.1746 2.8804 3.3810
C -4.2418 2.2868 2.7528
C -4.0644 1.8309 1.4275
N -2.8695 1.9535 0.8428
C -1.7591 2.1943 1.6051
O -0.6248 1.8393 1.1860
N -4.9570 1.1174 0.6761
H -0.3796 2.7922 4.1567
H -1.1042 4.3933 3.9020
H -0.0117 3.7106 2.6871
H -3.1932 3.3585 4.3662
H -5.2109 2.1588 3.2215
H -5.8514 0.9611 1.1018
H -4.9961 1.2722 -0.3386